C45H51BrFN3O5S3SbSr | ωB97M-V/def2-TZVPD

DFT total energy, Ha: -6425.56143
HOMO-LUMO gap (spin up / spin down), eV: 4.98 / 5.73
Strongest force on any atom, eV Å⁻¹: 1.21
Net charge: -2
Energy above the lowest of the compared OMol25 structures with the same formula, charge and spin, kcal/mol: 20.0
Multiplicity: 2
HOMO (spin up / spin down), eV: -1.68 / -2.43

XYZ file:
```
111
Properties=species:S:1:pos:R:3:mulliken_charge:R:1
Sb 1.02 -2.56 -3.69 0.3493
Sr 1.11 -0.15 -1.52 1.1041
Br -6.22 -4.39 3.30 -0.2693
S 3.01 -1.15 -3.47 -0.6578
S -0.90 -1.08 -3.42 -0.4622
S 0.98 -3.61 -5.67 -0.6838
F 4.13 1.87 5.17 -0.3810
O 2.45 -4.18 -0.44 -0.8543
O 1.72 -0.43 1.51 -0.6248
O 1.04 -2.43 -0.32 -0.0800
O -1.86 -2.52 0.99 0.2818
O -3.20 -1.53 -1.03 -0.4618
N -5.42 -1.22 -2.40 0.3051
N -7.33 -1.65 -1.31 -0.7730
N 5.17 -2.57 2.08 0.3191
C -2.50 4.15 -1.97 -1.8909
C 6.40 -3.36 2.24 0.5359
C 0.65 2.73 -1.82 -0.7577
C 7.16 -1.75 4.00 -1.1379
C 3.00 -2.38 1.00 0.8417
C 1.63 2.52 -0.82 -0.3128
C 4.92 -1.45 2.87 -1.3915
C -1.88 2.75 -2.17 2.4982
C -3.88 -2.17 -0.06 0.2305
C 2.09 -3.08 -0.03 -0.5185
C 3.45 0.38 3.48 -0.6456
C -3.88 -3.36 2.04 -0.6206
C -5.27 -3.48 1.92 -0.2733
C 3.24 4.38 -0.49 -1.9523
C -0.47 2.33 0.13 0.1508
C 0.91 2.30 0.37 -0.3832
C -5.25 -2.30 -0.16 0.3673
C 3.72 -0.75 2.70 1.0326
C 5.86 -1.01 3.83 1.1629
C -1.49 2.68 -3.66 -2.1986
C -1.10 -2.76 2.16 -0.4289
C -5.96 -2.97 0.85 -0.7678
C -0.65 2.58 -1.28 1.0613
C 6.79 -4.08 0.96 -1.8026
C 7.53 -2.44 2.70 -0.9997
C -2.61 3.07 1.37 -2.2119
C -2.94 1.65 -1.97 -1.2939
C 4.19 -2.99 1.23 -0.6949
C -6.42 -0.14 -4.46 -0.8192
C -8.84 -0.10 -4.33 -0.3868
C -7.65 0.19 -5.00 -0.5317
C -6.43 -0.76 -3.22 0.5789
C 4.37 0.78 4.41 0.1825
C 5.57 0.10 4.59 -0.7959
C -1.95 0.65 1.33 -1.0344
C -7.62 -1.05 -2.52 0.4032
C -0.67 2.29 2.64 -2.0226
C 3.09 2.91 -0.91 2.1756
C -1.43 2.10 1.32 3.1906
C -8.85 -0.71 -3.09 -0.7754
C 3.63 2.76 -2.34 -2.0216
C -6.02 -1.72 -1.28 0.3792
C -3.19 -2.71 1.04 0.3664
C 2.70 -1.15 1.68 0.4188
C 3.94 2.05 0.03 -1.7395
H 6.22 -4.10 3.03 0.1016
H 2.52 0.91 3.32 0.6229
H -1.56 -2.26 3.02 0.5230
H 6.14 -4.92 0.73 0.5167
H 6.29 0.46 5.32 0.4767
H 3.13 3.46 -3.01 0.3532
H -3.34 4.29 -2.67 0.4809
H -3.20 2.88 2.27 0.4779
H -3.39 1.66 -0.99 0.1087
H -7.69 0.67 -5.97 0.3682
H 0.88 2.94 -2.85 0.0768
H 7.72 -1.70 1.92 0.3033
H -1.38 2.25 3.47 0.5516
H -2.87 4.30 -0.96 0.2377
H -2.41 0.42 2.30 0.5626
H 7.94 -1.06 4.31 0.4208
H 4.70 2.98 -2.35 0.4621
H -0.15 3.25 2.66 0.3941
H 2.62 5.01 -1.13 0.3690
H 3.85 0.99 -0.23 0.1811
H -2.47 0.68 -2.14 -0.4117
H -3.28 2.96 0.52 0.3295
H -9.79 0.18 -4.78 0.3567
H -5.49 0.08 -4.98 0.5062
H -3.37 -3.78 2.89 0.5587
H 4.38 -3.90 0.67 0.6819
H -2.25 -1.40 -0.83 0.1006
H 0.06 1.50 2.79 0.1033
H -3.74 1.77 -2.71 0.6851
H -1.12 -0.03 1.17 -0.3263
H -2.40 2.72 -4.26 0.4261
H 1.38 2.10 1.32 -0.1592
H 3.48 1.75 -2.72 0.1995
H -4.42 -1.12 -2.52 0.0010
H -7.03 -3.05 0.76 0.5917
H 3.62 2.17 1.07 0.1820
H 6.77 -3.39 0.11 0.3912
H 7.06 -2.50 4.79 0.3388
H -2.26 4.10 1.40 0.3724
H 4.28 4.71 -0.57 0.4650
H -1.01 -3.83 2.34 0.4012
H -9.77 -0.93 -2.56 0.4078
H -2.69 0.48 0.56 -0.2959
H 5.00 2.33 -0.04 0.5729
H -0.86 3.53 -3.94 0.4807
H -0.12 -2.33 1.95 -0.5734
H -1.75 4.91 -2.17 0.3549
H 2.90 4.52 0.54 0.3010
H -0.96 1.76 -3.88 0.2657
H 8.43 -3.04 2.82 0.3897
H 7.80 -4.47 1.07 0.4355
```